Here is 2 unconnected molecules or ions with the total composition C4HNO2S from the OMol25 dataset. Energies are from ωB97M-V/def2-TZVPD.

Last column: natural (NBO) charge in e.
Atoms and positions in Å:
C 1.261 -0.786 -0.705  0.263
C 1.095 1.471 -0.051  0.778
C -2.283 -0.621 0.324  0.438
C 0.942 0.211 0.270  -0.666
N 1.655 -1.675 -1.337  -0.302
O 1.001 2.562 -0.445  -0.392
O -1.754 -1.641 0.303  -0.448
S -2.959 0.775 0.334  0.011
H 1.043 -0.296 1.308  0.318

Summary:
**SMILES**: N#CC=C=O.O=C=S
**Orbital gap**: 9.9 eV
**Energy above the lowest of the compared OMol25 structures with the same formula, charge and spin**: 0.53 kcal/mol
**LUMO energy**: -0.2 eV
**E**: -20582.978 eV
**HOMO energy**: -10.1 eV